ORCA calculation (wB97M-V/def2-TZVPD) on a structure of composition BeCl3.

Computed properties:
* relative energy (zero: lowest compared OMol25 entry of this formula, charge and spin): 220.7 kcal/mol
* frontier orbital gap: 0.122 Eh
* HOMO: -6.2 eV
* molar mass: 115.37 g mol⁻¹
* total charge: -1

Last column: natural (NBO) charge in e.
Element x y z (Å)
Be -0.91 0.31 -0.07  0.773
Cl 3.07 -0.15 0.72  -0.541
Cl -1.76 -1.93 3.17  -0.609
Cl -0.39 1.77 -3.82  -0.623